The following is a quantum chemistry calculation of one molecule with the formula C2H4I3P at a distorted geometry, from the OMol25 dataset.

Each line ends with the Löwdin charge.
Geometry (Å):
C1 0.548 0.751 -0.012  -0.4837
C2 1.582 -0.395 0.221  -0.2591
P1 -1.267 0.138 -0.226  -0.4396
I1 -2.499 2.291 -0.036  0.3571
I2 -1.593 -0.645 -2.533  0.3575
I3 -2.703 -1.511 1.017  0.2278
H1 0.424 1.507 0.858  0.0147
H2 1.722 -1.003 -0.740  0.0596
H3 2.600 0.046 0.385  0.0628
H4 1.186 -1.179 1.067  0.1029

SMILES string: CC=P(I)(I)I
LUMO energy: -1.8 eV
Largest force on an atom: 0.0604 hartree/bohr
M: 439.74 g/mol
E_tot: -35728.1470 eV